Entry 1:
This record from the Open Molecules 2025 dataset describes 2 unconnected molecules or ions with the total composition C22H44B2BrCl4FN3O4 in a non-equilibrium geometry. The level of theory is ωB97M-V with the def2-TZVPD basis set.

Last columns: bonded neighbours and bond lengths (Å).
Element x y z (Å)
1 Br 2.37736 -1.18750 2.15849  C34 2.026
2 Cl -0.34497 2.09741 -3.99416  C26 1.782
3 Cl 2.50654 2.26342 -4.54787  C26 1.782
4 Cl 0.83677 4.63358 -4.79218  C26 1.782
5 Cl 0.58731 2.47274 -6.72457  C26 1.782
6 F 0.05364 3.68412 1.42770  C21 1.481
7 O -2.35068 -0.43238 4.16688  C19 1.495, B36 1.506
8 O -3.80551 -2.13137 2.99730  B36 1.506, H59 1.012
9 O -6.10359 0.04180 1.66751  B37 1.481, H79 1.009
10 O -5.43165 -0.57694 -0.70888  B37 1.505, H39 1.020
11 N -3.85533 2.84968 -0.07129  C29 1.543, H43 1.050, H62 1.043
12 N -1.50778 1.88088 0.59211  C21 1.515, C22 1.401, C29 1.543
13 N -2.85030 1.36250 -1.60353  C29 1.512, H74 1.058, H77 1.044
14 C -1.93872 -1.34056 0.17844  C16 1.636, C28 1.637, H49 1.194, H72 1.173
15 C 5.76775 -0.76124 0.78133  C17 1.653, H42 1.185, H56 1.170, H81 1.193
16 C -2.34253 -0.35484 1.42066  C14 1.636, C22 1.673, C31 1.640, B36 1.643
17 C 4.92931 -1.59053 -0.37738  C15 1.653, C23 1.671, H54 1.176, H73 1.176
18 C 1.65894 3.52189 -1.07829  C30 1.639, H40 1.170, H50 1.170, H52 1.194
19 C -1.71254 -1.61935 4.81449  O7 1.495, H45 1.171, H64 1.170, H70 1.193
20 C -1.24136 -3.70118 -0.77379  C28 1.673, C32 1.639, H66 1.172, H68 1.194
21 C -0.71752 3.13673 0.28814  F6 1.481, N12 1.515, C30 1.649, H69 1.194
22 C -1.17245 0.83980 1.46748  N12 1.401, C16 1.673, C35 1.639
23 C 4.16387 -0.55125 -1.43827  C17 1.671, C27 1.662, H57 1.186, H80 1.187
24 C 1.68823 -1.50555 -1.52158  C25 1.639, C27 1.665, H41 1.171, H60 1.171
25 C 0.46015 -2.22017 -2.33910  C24 1.639, C32 1.640, H38 1.171, H71 1.181
26 C 0.89641 2.86676 -5.01472  Cl2 1.782, Cl3 1.782, Cl4 1.782, Cl5 1.782
27 C 3.09301 -1.37670 -2.40555  C23 1.662, C24 1.665, H53 1.172, H58 1.176
28 C -1.20641 -2.74381 0.59776  C14 1.637, C20 1.673, H48 1.170, H55 1.192
29 C -2.85910 1.67211 -0.12321  N11 1.543, N12 1.543, N13 1.512, C31 1.644
30 C 0.17977 2.81640 -1.05814  C18 1.639, C21 1.649, H46 1.193, H63 1.191
31 C -3.56141 0.62875 0.93507  C16 1.640, C29 1.644, B37 1.644, H47 1.193
32 C 0.15716 -3.66628 -1.62790  C20 1.639, C25 1.640, H61 1.194, H78 1.171
33 C 2.57485 1.73119 2.42154  C34 1.671, H65 1.176, H67 1.170, H75 1.193
34 C 1.57827 0.61174 1.68172  Br1 2.026, C33 1.671, C35 1.638, H51 1.170
35 C 0.13180 0.68582 2.44733  C22 1.639, C34 1.638, H44 1.173, H76 1.192
36 B -2.85461 -0.97258 2.85418  O7 1.506, O8 1.506, C16 1.643
37 B -5.05448 0.01581 0.62201  O9 1.481, O10 1.505, C31 1.644
38 H 0.82467 -2.43844 -3.43079  C25 1.171
39 H -5.83236 -1.48926 -0.49017  O10 1.020
40 H 2.15753 3.67034 -0.03005  C18 1.170
41 H 1.95559 -2.15464 -0.58477  C24 1.171
42 H 6.86806 -1.20009 0.79036  C15 1.185
43 H -3.52433 3.57690 0.60932  N11 1.050
44 H 0.07790 -0.21552 3.19659  C35 1.173
45 H -2.48858 -2.38912 5.23440  C19 1.171
46 H -0.41791 3.26853 -1.98634  C30 1.193
47 H -3.78428 1.31820 1.88277  C31 1.193
48 H -1.75245 -3.37202 1.41959  C28 1.170
49 H -1.14545 -0.73846 -0.47999  C14 1.194
50 H 1.63116 4.51340 -1.69933  C18 1.170
51 H 1.47364 0.79259 0.53052  C34 1.170
52 H 2.37908 2.78167 -1.67741  C18 1.194
53 H 3.51690 -2.42872 -2.69982  C27 1.172
54 H 5.70602 -2.25913 -0.95488  C17 1.176
55 H -0.06203 -2.59280 0.89358  C28 1.192
56 H 5.31784 -0.88030 1.85508  C15 1.170
57 H 4.99635 -0.02132 -2.09675  C23 1.186
58 H 2.87626 -0.73246 -3.36559  C27 1.176
59 H -3.27260 -2.98959 2.93318  O8 1.012
60 H 1.35836 -0.40742 -1.28581  C24 1.171
61 H 0.01954 -4.44946 -2.51856  C32 1.194
62 H -3.99770 3.25868 -1.02064  N11 1.043
63 H 0.19873 1.64235 -1.25683  C30 1.191
64 H -0.95646 -1.33818 5.66228  C19 1.170
65 H 2.34701 1.81601 3.57238  C33 1.176
66 H -2.18918 -3.50996 -1.43640  C20 1.172
67 H 2.48600 2.79376 1.93952  C33 1.170
68 H -1.35251 -4.81839 -0.36806  C20 1.194
69 H -1.47885 3.99788 -0.03537  C21 1.194
70 H -1.10312 -2.19204 3.96425  C19 1.193
71 H -0.49845 -1.53320 -2.40370  C25 1.181
72 H -2.81424 -1.61063 -0.55366  C14 1.173
73 H 4.10959 -2.31379 0.05677  C17 1.176
74 H -2.42319 2.19784 -2.09172  N13 1.058
75 H 3.67765 1.30240 2.26581  C33 1.193
76 H 0.15948 1.66840 3.12106  C35 1.192
77 H -2.22464 0.56514 -1.85286  N13 1.044
78 H 1.02573 -4.08896 -0.96617  C32 1.171
79 H -5.91249 -0.73255 2.28629  O9 1.009
80 H 3.55099 0.24153 -0.80108  C23 1.187
81 H 5.78655 0.40989 0.55326  C15 1.193

## Properties
Charge ... +1
Total energy ... -5893.7753 Eh
Highest occupied orbital energy ... -12.655 eV
Strongest force on any atom ... 4.119 eV/A

Entry 2:
This record from the Open Molecules 2025 dataset describes 11 unconnected molecules or ions with the total composition C22H44Cl22 in a non-equilibrium geometry. The level of theory is ωB97M-V with the def2-TZVPD basis set.

Last columns: bonded neighbours and bond lengths (Å).
Element x y z (Å)
1 Cl -4.83703 -1.89307 1.59033  C36 1.741
2 Cl -3.23329 4.82894 4.84428  C26 1.792
3 Cl -5.28714 2.24501 -2.63812  C43 1.863
4 Cl 4.75271 -0.75533 -0.47574  C32 1.776
5 Cl -3.67745 0.87835 0.15402  C24 1.755
6 Cl -1.52904 1.21766 3.47619  C27 1.806
7 Cl 2.61410 -4.81779 3.78346  C39 1.811
8 Cl -6.14648 0.88799 3.59355  C29 1.808
9 Cl 4.79995 -4.41829 -0.70001  C33 1.819
10 Cl 6.68128 -1.48433 1.92330  C38 1.820
11 Cl -1.20860 -2.73852 -2.99695  C34 1.681
12 Cl 1.17778 4.47416 1.93378  C44 1.740
13 Cl -1.03953 2.99032 -0.73360  C23 1.819
14 Cl -0.13213 4.25609 -4.85244  C37 1.799
15 Cl 1.32307 0.13656 -0.91244  C42 1.755
16 Cl 2.01288 1.30971 -5.86109  C40 1.810
17 Cl 3.26940 -1.57094 -4.33093  C25 1.758
18 Cl -2.32193 0.11949 -4.13871  C30 1.807
19 Cl 3.89003 2.77794 -0.92134  C41 1.823
20 Cl 0.67930 -1.03718 2.18352  C31 1.797
21 Cl 1.65600 -4.20370 -0.16497  C35 1.775
22 Cl -0.09991 -4.90292 5.99165  C28 1.807
23 C -0.11274 3.67409 -2.14164  Cl13 1.819, C37 1.538, H54 1.090, H63 1.090
24 C -4.95570 2.07614 0.26421  Cl5 1.755, C43 1.534, H68 1.090, H84 1.090
25 C 3.60437 0.10104 -3.90153  Cl17 1.758, C40 1.542, H45 1.090, H71 1.090
26 C -2.98496 3.07285 4.58968  Cl2 1.792, C27 1.534, H56 1.090, H70 1.090
27 C -1.90777 2.98325 3.50185  Cl6 1.806, C26 1.534, H66 1.090, H78 1.090
28 C -0.03111 -4.02476 4.41420  Cl22 1.807, C39 1.523, H52 1.090, H72 1.090
29 C -5.46833 -0.74188 3.98259  Cl8 1.808, C36 1.552, H80 1.090, H85 1.090
30 C -1.04190 -0.88094 -4.92976  Cl18 1.807, C34 1.507, H53 1.090, H55 1.090
31 C -0.51598 -0.52092 0.94557  Cl20 1.797, C42 1.502, H77 1.090, H87 1.090
32 C 3.99258 -1.40065 0.99429  Cl4 1.776, C38 1.582, H60 1.090, H62 1.090
33 C 3.61901 -4.41391 -2.08393  Cl9 1.819, C35 1.520, H64 1.090, H82 1.090
34 C -0.26469 -1.80390 -4.02659  Cl11 1.681, C30 1.507, H65 1.090, H67 1.090
35 C 2.30563 -3.72666 -1.74610  Cl21 1.775, C33 1.520, H48 1.090, H69 1.090
36 C -4.31448 -0.96689 2.96917  Cl1 1.741, C29 1.552, H47 1.090, H50 1.090
37 C -0.92084 3.47755 -3.43548  Cl14 1.799, C23 1.538, H46 1.090, H51 1.090
38 C 4.90087 -1.39556 2.28980  Cl10 1.820, C32 1.582, H57 1.090, H75 1.090
39 C 0.87491 -4.59300 3.32967  Cl7 1.811, C28 1.523, H58 1.090, H61 1.090
40 C 3.61940 1.13364 -5.04606  Cl16 1.810, C25 1.542, H49 1.090, H86 1.090
41 C 2.66083 2.90619 0.41889  Cl19 1.823, C44 1.529, H73 1.090, H81 1.090
42 C -0.05771 -0.84243 -0.44797  Cl15 1.755, C31 1.502, H74 1.090, H76 1.090
43 C -5.89389 1.83545 -0.92470  Cl3 1.863, C24 1.534, H59 1.090, H79 1.090
44 C 2.62917 4.32523 0.98655  Cl12 1.740, C41 1.529, H83 1.090, H88 1.090
45 H 2.94235 0.33324 -3.06731  C25 1.090
46 H -1.05542 2.40399 -3.56756  C37 1.090
47 H -3.67891 -0.13382 2.66895  C36 1.090
48 H 1.53141 -3.95686 -2.47800  C35 1.090
49 H 4.35047 0.96366 -5.83648  C40 1.090
50 H -3.60969 -1.68043 3.39606  C36 1.090
51 H -1.95425 3.82345 -3.45840  C37 1.090
52 H -1.07279 -4.03289 4.09336  C28 1.090
53 H -0.38029 -0.26649 -5.54035  C30 1.090
54 H 0.83551 3.13662 -2.14868  C23 1.090
55 H -1.55589 -1.48504 -5.67741  C30 1.090
56 H -2.69773 2.63188 5.54421  C26 1.090
57 H 4.62194 -2.17959 2.99378  C38 1.090
58 H 0.78830 -4.02331 2.40443  C39 1.090
59 H -6.75808 2.49237 -0.82606  C43 1.090
60 H 3.15677 -0.73595 1.21269  C32 1.090
61 H 0.49060 -5.57794 3.06455  C39 1.090
62 H 3.69977 -2.44618 0.89833  C32 1.090
63 H 0.14271 4.69417 -1.85480  C23 1.090
64 H 4.21555 -4.08930 -2.93650  C33 1.090
65 H 0.33994 -2.50239 -4.60509  C34 1.090
66 H -0.97575 3.50529 3.71847  C27 1.090
67 H 0.43734 -1.20044 -3.45119  C34 1.090
68 H -5.40081 1.87226 1.23806  C24 1.090
69 H 2.25383 -2.63795 -1.73430  C35 1.090
70 H -3.88649 2.66097 4.13614  C26 1.090
71 H 4.60367 0.02968 -3.47211  C25 1.090
72 H 0.22964 -2.99379 4.65340  C28 1.090
73 H 1.76699 2.53773 -0.08449  C41 1.090
74 H 0.06537 -1.91037 -0.62814  C42 1.090
75 H 4.80051 -0.39655 2.71409  C38 1.090
76 H -0.91385 -0.56835 -1.06443  C42 1.090
77 H -0.63954 0.56159 0.97673  C31 1.090
78 H -2.22863 3.22170 2.48780  C27 1.090
79 H -6.25901 0.80850 -0.93754  C43 1.090
80 H -5.11884 -0.82336 5.01182  C29 1.090
81 H 3.01616 2.27287 1.23174  C41 1.090
82 H 3.39622 -5.47243 -2.21809  C33 1.090
83 H 3.48025 4.74619 1.52186  C44 1.090
84 H -4.55711 3.09066 0.26622  C24 1.090
85 H -6.25864 -1.49178 4.01677  C29 1.090
86 H 3.82811 2.13942 -4.68144  C40 1.090
87 H -1.51020 -0.95051 1.06834  C31 1.090
88 H 2.43791 5.05537 0.20015  C44 1.090

## Properties
Charge ... +1
Total energy ... -10988.4961 Eh
ΔE to the lowest compared entry with this formula, charge and spin ... 14.8 kcal/mol
Highest occupied orbital energy (spin up / spin down) ... -11.833 / -11.833 eV
Multiplicity ... 2
Strongest force on any atom ... 2.787 eV/A

Entry 3:
This record from the Open Molecules 2025 dataset describes 8 unconnected molecules or ions with the total composition C22H44Cl2O21 in a non-equilibrium geometry. The level of theory is ωB97M-V with the def2-TZVPD basis set.

Last columns: bonded neighbours and bond lengths (Å).
Element x y z (Å)
1 Cl -0.70392 -2.30216 1.53861  C37 1.776
2 Cl 0.12596 0.50686 1.16399  C37 1.784
3 O -3.52132 -3.59079 -0.63832  C34 1.322, C39 1.419
4 O -1.61794 -4.49138 -0.92900  C27 1.396, C34 1.331
5 O 2.61234 -1.88581 0.44372  C28 1.333, C36 1.414
6 O 4.37929 -3.26919 0.58279  C28 1.203
7 O -1.09829 4.56233 3.17394  C33 1.411, C43 1.343
8 O -1.84602 -3.05319 6.72111  C35 1.333, C44 1.415
9 O 2.95722 4.34603 -3.31695  C32 1.421, C40 1.331
10 O -0.49201 -1.66239 5.80974  C35 1.321, C41 1.416
11 O -4.42489 2.52037 -1.44117  C42 1.425, C45 1.322
12 O -1.17503 6.08543 4.67443  C25 1.406, C43 1.305
13 O 2.37687 2.71916 -2.04016  C24 1.409, C40 1.318
14 O -1.93324 -2.42108 -1.75433  C34 1.199
15 O -2.40621 2.67184 -2.14044  C26 1.411, C45 1.320
16 O 1.60705 -2.48656 -3.66156  C29 1.438, C38 1.327
17 O 3.00153 -3.20867 -1.18991  C28 1.305, C31 1.432
18 O -1.31992 6.69319 2.51075  C43 1.197
19 O -1.18732 -3.44597 4.61041  C35 1.199
20 O 2.56538 -3.27603 -5.41040  C30 1.426, C38 1.311
21 O 1.19620 -1.49906 -5.62053  C38 1.202
22 O -2.92347 0.98695 -0.75438  C45 1.204
23 O 3.63659 4.36822 -1.16518  C40 1.207
24 C 2.47773 1.94125 -0.86943  O13 1.409, H66 1.093, H68 1.090, H77 1.089
25 C -1.31965 7.36948 5.22802  O12 1.406, H69 1.092, H74 1.087, H81 1.092
26 C -1.03162 2.35768 -2.09333  O15 1.411, H54 1.091, H58 1.085, H84 1.096
27 C -0.24718 -4.49060 -1.19560  O4 1.396, H60 1.094, H64 1.088, H85 1.094
28 C 3.42161 -2.84405 -0.00888  O5 1.333, O6 1.203, O17 1.305
29 C 0.60894 -1.63862 -3.06797  O16 1.438, H65 1.086, H67 1.096, H73 1.079
30 C 3.05273 -3.19682 -6.74797  O20 1.426, H48 1.086, H59 1.088, H62 1.088
31 C 3.66722 -4.28550 -1.85833  O17 1.432, H46 1.090, H56 1.082, H70 1.089
32 C 3.55156 5.60719 -3.59035  O9 1.421, H72 1.086, H75 1.086, H80 1.091
33 C -1.03801 4.14343 1.82792  O7 1.411, H49 1.093, H57 1.090, H78 1.092
34 C -2.32875 -3.39215 -1.17257  O3 1.322, O4 1.331, O14 1.199
35 C -1.16701 -2.77991 5.60759  O8 1.333, O10 1.321, O19 1.199
36 C 3.03302 -1.21835 1.61756  O5 1.414, H51 1.086, H63 1.091, H82 1.091
37 C -1.17183 -0.69692 0.93908  Cl1 1.776, Cl2 1.784, H55 1.081, H89 1.082
38 C 1.75435 -2.34375 -4.97221  O16 1.327, O20 1.311, O21 1.202
39 C -4.37793 -2.46099 -0.57712  O3 1.419, H47 1.089, H83 1.091, H86 1.086
40 C 3.05191 3.85058 -2.08531  O9 1.331, O13 1.318, O23 1.207
41 C 0.27834 -1.18264 4.72326  O10 1.416, H50 1.089, H61 1.088, H71 1.089
42 C -5.46347 1.79440 -0.78839  O11 1.425, H52 1.091, H76 1.083, H79 1.088
43 C -1.21941 5.88284 3.38604  O7 1.343, O12 1.305, O18 1.197
44 C -2.61230 -4.24236 6.71699  O8 1.415, H53 1.087, H87 1.092, H88 1.091
45 C -3.21636 1.99215 -1.34966  O11 1.322, O15 1.320, O22 1.204
46 H 3.54337 -5.17075 -1.23485  C31 1.090
47 H -4.15499 -1.85667 0.30121  C39 1.089
48 H 4.04057 -3.64447 -6.69849  C30 1.086
49 H -1.92191 4.51289 1.30104  C33 1.093
50 H 0.95994 -0.44309 5.13966  C41 1.089
51 H 2.46992 -0.30514 1.78594  C36 1.086
52 H -5.26781 1.80758 0.28518  C42 1.091
53 H -2.77906 -4.52678 7.75236  C44 1.087
54 H -0.84918 1.28328 -2.15294  C26 1.091
55 H -2.04375 -0.36411 1.48470  C37 1.081
56 H 3.23384 -4.40762 -2.84271  C31 1.082
57 H -0.09804 4.36551 1.32229  C33 1.090
58 H -0.48091 2.86957 -2.87604  C26 1.085
59 H 3.13086 -2.17550 -7.11605  C30 1.088
60 H -0.00106 -4.05556 -2.16857  C27 1.094
61 H -0.28741 -0.68386 3.93887  C41 1.088
62 H 2.39552 -3.74575 -7.41888  C30 1.088
63 H 2.86644 -1.91035 2.44472  C36 1.091
64 H 0.35761 -4.04015 -0.41186  C27 1.088
65 H 0.70297 -1.65446 -1.98622  C29 1.086
66 H 3.45898 1.52316 -0.63183  C24 1.093
67 H 0.88697 -0.60218 -3.29105  C29 1.096
68 H 2.12599 2.46419 0.02006  C24 1.090
69 H -0.42785 7.98968 5.11381  C25 1.092
70 H 4.72603 -4.03959 -1.92366  C31 1.089
71 H 0.88928 -1.94219 4.23770  C41 1.089
72 H 3.23381 5.87365 -4.59436  C32 1.086
73 H -0.34364 -1.89611 -3.50369  C29 1.079
74 H -2.23296 7.85189 4.88882  C25 1.087
75 H 3.27625 6.35279 -2.85037  C32 1.086
76 H -6.39696 2.30418 -0.99282  C42 1.083
77 H 1.86165 1.05550 -1.01695  C24 1.089
78 H -1.16418 3.05943 1.86257  C33 1.092
79 H -5.48858 0.75199 -1.10050  C42 1.088
80 H 4.63525 5.49259 -3.64679  C32 1.091
81 H -1.36441 7.26245 6.31359  C25 1.092
82 H 4.08012 -0.91116 1.61772  C36 1.091
83 H -4.26455 -1.85633 -1.47775  C39 1.091
84 H -0.58762 2.68485 -1.14668  C26 1.096
85 H 0.12316 -5.51430 -1.30241  C27 1.094
86 H -5.40972 -2.79754 -0.53115  C39 1.086
87 H -2.08252 -5.06351 6.22857  C44 1.092
88 H -3.54536 -4.11070 6.16642  C44 1.091
89 H -1.31879 -0.82172 -0.12514  C37 1.082

## Properties
Charge ... 0
Structure (SMILES) ... COC(=O)OC.COC(=O)OC.COC(=O)OC.COC(=O)OC.COC(=O)OC.COC(=O)OC.COC(=O)OC.ClCCl
Total energy ... -3365.1182 Eh
ΔE to the lowest compared entry with this formula, charge and spin ... 0.0 kcal/mol
Highest occupied orbital energy ... -10.594 eV
Strongest force on any atom ... 1.959 eV/A